(1)
{
  "formula": "C15H45F2KNO24P5S2",
  "method": "ωB97M-V/def2-TZVPD",
  "relative_energy_ev": 6.859,
  "multiplicity": 1,
  "fmax_ha_per_bohr": 0.27388,
  "symbols": ["N", "O", "H", "O", "O", "H", "O", "H", "C", "O", "H", "H", "P", "O", "H", "F", "H", "H", "O", "C", "O", "O", "O", "H", "O", "O", "C", "P", "H", "H", "C", "H", "H", "H", "C", "H", "S", "F", "O", "C", "O", "H", "C", "P", "C", "H", "H", "H", "H", "H", "C", "H", "O", "P", "H", "H", "O", "H", "H", "H", "H", "O", "H", "O", "H", "H", "O", "C", "H", "O", "H", "H", "H", "H", "H", "C", "H", "C", "H", "H", "K", "H", "C", "O", "O", "P", "O", "H", "H", "H", "O", "C", "S", "H", "C"],
  "positions_angstrom": [[-6.5762, -10.7648, 10.7601], [-2.9874, -18.8787, 11.5671], [-8.9954, -19.5295, 0.5397], [-1.3571, -6.8118, 14.9096], [-8.5144, -19.4083, 3.7767], [-13.2155, -8.3788, 16.4848], [-5.3998, -17.6752, 10.9729], [-8.6534, -15.2509, 2.7988], [0.7218, -13.3997, 13.6647], [-3.1582, -5.0365, 15.1180], [4.8310, -11.1417, 14.4619], [-10.4232, -4.9284, 17.9166], [3.1668, -14.2734, 14.2384], [-12.8716, -6.1753, 14.6547], [-2.7512, -17.4440, 13.1440], [-8.4639, -9.3662, 11.0684], [-9.0039, -5.2867, 16.8610], [-4.0150, -21.1768, 9.5028], [-13.4575, -6.3158, 17.1530], [-4.7737, -20.3945, 9.5238], [3.5191, -12.7052, 13.8456], [-8.8533, -10.9917, 9.4707], [-8.6558, -17.8230, 1.6538], [-0.4442, -8.2551, 15.9708], [-4.0547, -19.1207, 9.3457], [3.4403, -15.0812, 12.8894], [-2.4261, -3.8677, 14.7974], [-12.3576, -5.6413, 16.1519], [-4.6670, -5.8834, 12.6052], [-10.2886, -15.3320, 3.3958], [-12.3813, -5.5806, 13.3447], [-5.3506, -17.4854, 4.9313], [-1.8150, -7.5922, 16.8626], [-1.1161, -16.5272, 9.3563], [-13.5217, -7.7195, 17.2970], [-2.3095, -19.0751, 13.6329], [-5.7309, -11.1569, 9.6695], [-4.8776, -12.2815, 10.4891], [-6.8433, -17.2946, 3.5366], [-3.6878, -5.7293, 12.1518], [3.8464, -14.8115, 15.4328], [4.8169, -16.6912, 12.4095], [-2.9712, -18.4997, 12.9854], [-2.8633, -6.5496, 14.5192], [4.7886, -15.6065, 12.5131], [-14.5776, -7.9885, 17.3268], [-9.6268, -6.4449, 18.0446], [-5.2933, -20.5713, 10.4656], [-13.2302, -7.8682, 18.3367], [-7.3619, -19.5153, 1.0376], [-1.9007, -17.2832, 9.3888], [-12.0490, -4.5818, 13.6277], [-9.3468, -16.9690, 3.9569], [-4.0108, -18.0667, 10.5610], [-0.3140, -6.6849, 16.6946], [-2.9681, -3.3076, 14.0355], [-7.4486, -8.9414, 8.8765], [-2.1998, -17.4051, 8.3478], [-3.9254, -18.7411, 13.4535], [-8.8967, -14.9906, 4.5160], [-0.2011, -12.9832, 14.0685], [-3.7892, -7.5626, 14.9778], [-7.7517, -18.4207, -0.2189], [-4.6522, -10.2411, 9.3933], [-7.0011, -17.6763, 5.6245], [5.5294, -12.2077, 13.1616], [-3.1433, -16.9017, 10.0152], [-1.0078, -7.3444, 16.1733], [-11.5557, -6.1879, 12.9735], [1.5249, -14.2515, 14.4533], [-1.4561, -4.0732, 14.3448], [0.3267, -14.1066, 12.9351], [5.5049, -12.4999, 14.7577], [-5.6427, -20.5852, 8.8940], [-3.4819, -4.6598, 12.1094], [-9.9103, -5.6822, 17.3193], [5.1004, -15.1883, 11.5561], [-9.2541, -15.5563, 3.6556], [1.3392, -12.5702, 13.3199], [-2.3304, -3.2498, 15.6903], [-6.3749, -11.5016, 15.1621], [-13.2577, -5.5095, 12.7005], [4.8270, -12.1247, 13.9909], [-10.8370, -6.3367, 16.3795], [-12.3506, -4.1437, 16.3407], [-8.3036, -18.0207, 3.2457], [-2.6987, -6.3438, 12.8525], [-1.3976, -18.1691, 9.7765], [-3.5401, -6.1135, 11.1425], [-6.4038, -16.1634, 5.2312], [-6.1278, -12.0983, 8.6064], [-8.1565, -18.8515, 0.6969], [-7.7956, -10.0460, 9.8416], [5.6047, -15.4779, 13.2241], [-6.3969, -17.1882, 4.8598]],
  "mulliken_charge": [-0.155, -0.291, 0.285, -0.288, -0.672, 0.309, -0.691, 0.329, -0.562, -0.302, 0.336, 0.314, 1.017, -0.331, 0.298, -0.224, 0.245, 0.310, -0.315, -0.774, -0.277, -0.556, -0.295, 0.255, -0.329, -0.289, -0.686, 1.026, 0.336, 0.283, -0.574, 0.267, 0.330, 0.275, -0.708, 0.286, 0.963, -0.356, -0.302, -0.646, -0.689, 0.291, -0.719, 1.035, -0.714, 0.295, 0.266, 0.300, 0.298, 0.318, -0.649, 0.302, -0.336, 0.984, 0.278, 0.263, -0.543, 0.262, 0.302, 0.284, 0.237, -0.641, 0.286, -0.599, 0.347, 0.342, -0.192, -0.714, 0.250, -0.345, 0.335, 0.236, 0.331, 0.309, 0.226, -0.653, 0.306, -0.691, 0.305, 0.274, 0.990, 0.232, -0.843, -0.268, -0.686, 1.041, -0.325, 0.319, 0.272, 0.284, -0.549, -0.706, 1.028, 0.316, -0.723]
}

---

(2)
{
  "formula": "C15H45F6NO8P",
  "method": "ωB97M-V/def2-TZVPD",
  "total_charge": -1,
  "e_tot_ev": -59756.7104,
  "multiplicity": 1,
  "fmax_ha_per_bohr": 0.02826,
  "symbols": ["H", "F", "H", "O", "H", "O", "O", "H", "H", "H", "H", "C", "H", "O", "H", "F", "H", "O", "H", "H", "H", "O", "H", "C", "H", "H", "H", "H", "H", "H", "H", "C", "F", "C", "C", "H", "H", "C", "H", "C", "C", "C", "C", "H", "H", "H", "H", "C", "H", "C", "H", "F", "H", "F", "H", "H", "H", "F", "C", "H", "H", "C", "O", "P", "H", "H", "H", "H", "H", "H", "H", "O", "H", "C", "H", "N"],
  "positions_angstrom": [[3.9406, -1.6568, -1.7988], [1.0449, -1.1656, -0.9728], [-0.4302, 2.0594, 3.3610], [-3.8334, -6.5373, 1.2088], [-1.2770, -4.4465, 0.4417], [2.2835, 4.2594, 1.2676], [-1.1030, -4.5254, -3.4977], [-1.9264, 3.6023, 4.2805], [2.6891, 4.8666, 3.9175], [2.9161, -2.1397, 2.6707], [-1.4399, -0.6329, -1.1791], [-1.3731, 3.9493, 3.4093], [-0.5123, -0.2601, -5.8889], [3.1940, -5.1757, 0.8890], [3.3689, -4.2955, 1.2412], [1.3622, -4.3705, -1.1786], [-1.6629, 2.2994, 2.0794], [4.4575, -1.4457, -2.5842], [0.0165, -1.6413, -3.5058], [4.3074, -2.2055, -3.1531], [-2.1893, -0.1036, 0.3084], [-0.0660, -0.8334, -4.0261], [0.2130, 4.3795, 4.7470], [-0.2465, 4.8766, 3.8829], [1.7069, -1.3878, -5.9741], [-2.5023, -5.5058, 2.4411], [-2.4861, -1.7390, -0.2771], [2.4778, -5.0342, 0.2586], [-1.2908, -1.7938, -5.4215], [1.8453, 1.8729, 0.6232], [0.2649, 1.1643, 0.5800], [-0.3700, -1.2069, -5.3644], [2.7756, -2.6094, -0.6803], [-2.9449, -5.4418, 1.4409], [0.7892, -1.9783, -5.9822], [2.6689, 6.3781, 3.0231], [-2.6768, 1.4517, -2.1293], [-0.5165, 3.6920, 0.3140], [-1.0934, -6.1631, 0.5948], [0.3214, 6.3764, 1.9588], [0.8193, 5.2187, 2.8616], [-1.8436, -5.3757, 0.4184], [0.2238, 3.1051, 1.5534], [-3.5609, -4.5435, 1.4153], [0.9421, -2.9037, -5.4281], [1.7334, 6.2367, 4.5306], [-0.2781, -4.9760, -3.6972], [2.0606, 5.7093, 3.6343], [-3.2854, -7.3062, 1.0239], [-0.8262, 2.7517, 2.6156], [0.1032, 4.4140, -0.2188], [0.8178, -2.9431, 0.4937], [-0.7211, 6.2330, 1.6707], [1.5808, -2.6917, -2.6152], [-2.1398, -5.6319, -0.6020], [-3.4399, -0.6263, -2.4320], [2.0035, 4.9089, 0.6035], [-0.4059, -2.8577, -1.4186], [-3.4978, -0.1799, -1.4357], [-4.4674, -0.4104, -0.9973], [1.1189, 1.2256, 2.0959], [-2.3534, -0.7037, -0.5897], [-3.4300, 1.2459, -1.5676], [1.1739, -2.7447, -1.0640], [-0.7131, 5.7701, 4.3071], [3.3281, -2.2650, 1.2123], [0.3839, 7.3187, 2.5056], [0.6100, -2.1834, -7.0436], [-1.4122, 4.2269, 0.6392], [-0.8317, 2.8941, -0.3549], [-2.0657, 4.5117, 2.7708], [3.5428, -2.5883, 2.0977], [-0.9148, -4.0646, -2.6697], [0.9178, 1.7966, 1.1883], [0.9283, 6.4624, 1.0568], [1.1960, 4.0340, 2.1143]],
  "mulliken_charge": [0.363, -0.360, 0.469, -0.544, -0.014, -0.426, -0.665, 0.438, 0.440, 0.320, -0.057, -0.932, 0.312, -0.705, 0.389, -0.563, 0.221, -0.664, 0.242, 0.296, 0.097, -0.430, 0.455, -1.365, 0.247, 0.234, 0.149, 0.384, 0.259, 0.409, 0.229, -0.274, -0.465, -0.277, -0.970, 0.368, 0.296, -1.188, 0.410, -1.616, 1.735, -0.773, 1.614, 0.264, 0.224, 0.428, 0.341, -1.961, 0.304, -0.963, 0.177, -0.348, 0.371, -0.352, 0.365, 0.238, 0.347, -0.398, -0.494, 0.356, 0.397, -0.032, -0.548, 1.545, 0.434, 0.317, 0.472, 0.380, 0.326, 0.228, 0.286, -0.689, 0.293, -1.854, 0.277, 0.183]
}

---

(3)
{
  "formula": "C15H45KO20P5",
  "method": "ωB97M-V/def2-TZVPD",
  "total_charge": 1,
  "relative_energy_ev": 2.427,
  "multiplicity": 1,
  "fmax_ha_per_bohr": 0.08916,
  "symbols": ["H", "O", "H", "C", "O", "H", "C", "O", "H", "K", "H", "P", "C", "O", "H", "H", "O", "P", "H", "O", "H", "C", "H", "H", "O", "O", "C", "H", "H", "H", "C", "H", "O", "H", "O", "C", "C", "P", "H", "H", "H", "H", "H", "O", "C", "C", "H", "H", "H", "H", "H", "H", "H", "O", "H", "C", "H", "H", "O", "C", "H", "C", "O", "O", "H", "H", "H", "O", "O", "C", "O", "C", "H", "H", "H", "H", "H", "P", "H", "H", "O", "O", "H", "P", "H", "H"],
  "positions_angstrom": [[-8.4415, -43.2226, -0.1838], [-12.4146, -36.1693, -0.1574], [-10.6503, -40.0319, 2.0846], [-16.4414, -39.4766, 5.9060], [-12.2196, -44.8505, 1.6823], [-12.5519, -37.6600, 7.5354], [-14.2712, -42.3500, 7.5047], [-13.3770, -41.2576, 7.4918], [-15.4783, -35.0281, 4.9788], [-13.4058, -40.2192, 2.1965], [-9.4618, -36.3089, -2.8295], [-10.8901, -37.2301, 3.2194], [-15.2842, -35.5535, 4.0437], [-12.3699, -37.3519, 3.0041], [-9.9227, -41.7315, 4.5291], [-8.0851, -36.9263, 2.8016], [-10.1284, -38.6316, 3.5561], [-11.7916, -37.5852, -0.6451], [-15.3015, -42.0238, 7.3626], [-9.9586, -44.5585, 2.7329], [-14.4050, -36.1589, 4.2639], [-13.5359, -35.9487, 0.6292], [-13.6051, -38.1987, 6.2412], [-9.3104, -41.6176, 6.2182], [-16.3091, -38.1366, 5.4278], [-10.0853, -36.5615, 1.9684], [-10.3339, -45.2119, 4.0032], [-8.9583, -35.6980, -1.3067], [-14.2004, -35.2464, 0.1259], [-14.1427, -36.8445, 0.7615], [-8.6639, -36.4105, 2.0354], [-8.1408, -36.5716, 1.0928], [-11.2914, -41.8626, 5.9910], [-15.9718, -40.2223, 5.2647], [-12.5221, -37.8431, -2.0442], [-19.1582, -37.7071, 4.1954], [-12.5678, -38.1752, 6.5750], [-11.0994, -43.7565, 1.9143], [-8.5563, -35.3613, 2.3103], [-14.2219, -39.0043, -2.6003], [-11.4074, -34.7863, 5.5436], [-19.8436, -38.5324, 4.3885], [-11.2685, -44.8791, 4.4548], [-11.6131, -42.4800, 2.5605], [-10.0857, -41.3047, 5.5188], [-13.9657, -38.0965, -2.0541], [-8.7649, -42.2384, 1.2323], [-14.1241, -42.9373, 6.5983], [-19.6758, -37.0732, 3.4755], [-10.4377, -34.2795, 4.1240], [-14.3424, -37.2999, -2.6957], [-12.3128, -46.9245, 1.2320], [-9.2877, -39.0644, 1.6680], [-10.2430, -37.2576, -1.0898], [-14.9453, -34.9319, 3.2150], [-9.7835, -39.5330, 2.5181], [-9.5866, -44.9260, 4.7434], [-11.0146, -46.1317, 0.6183], [-16.5008, -36.2798, 3.8135], [-11.1781, -34.9871, 4.4971], [-18.9043, -37.1307, 5.0850], [-12.0494, -45.9236, 0.8902], [-10.5409, -36.2190, 4.4508], [-11.8846, -39.4432, 6.7230], [-12.0111, -34.9349, 3.7961], [-14.4275, -38.0503, -1.0678], [-10.6149, -35.3964, -1.9109], [-13.3778, -40.6610, 4.9706], [-11.9244, -38.7201, 0.2818], [-9.8185, -36.1343, -1.8144], [-18.0294, -38.1892, 3.4668], [-9.2268, -42.6938, 0.3563], [-13.3114, -35.5258, 1.6084], [-14.1260, -43.0511, 8.3266], [-15.9320, -39.5955, 6.8623], [-10.0443, -40.2156, 5.5011], [-10.5199, -46.2676, 3.8058], [-16.4604, -37.8644, 3.8261], [-9.3028, -40.4348, 2.8973], [-12.0574, -37.4259, 5.9699], [-15.4504, -38.5468, 3.0169], [-10.4208, -43.5221, 0.4651], [-9.4762, -41.8492, -0.2860], [-12.5326, -40.8008, 6.1627], [-17.4976, -39.6809, 6.0817], [-12.5332, -45.7523, -0.0714]],
  "mulliken_charge": [0.333, -0.282, -0.108, -0.901, -0.265, 0.424, -0.633, -0.411, 0.390, 1.011, 0.289, -0.217, -0.313, 0.559, -0.171, 0.368, -0.398, 0.692, 0.212, -0.273, -0.112, -0.043, -0.096, 0.336, -0.246, 0.020, -0.737, 0.263, 0.402, 0.109, -1.030, 0.267, -0.250, 0.347, -0.396, -0.746, 0.087, 0.103, 0.342, 0.272, 0.256, 0.269, 0.307, 0.301, -0.202, -0.549, 0.265, 0.238, 0.302, 0.302, 0.274, 0.306, 0.335, -0.390, 0.279, -0.128, 0.297, 0.324, -0.372, -0.729, 0.323, -0.851, -0.337, -0.427, 0.227, 0.200, 0.281, 0.039, -0.142, -0.726, -0.412, -0.680, -0.236, 0.320, 0.248, 0.240, 0.308, 0.581, 0.131, -0.184, -0.069, -0.307, 0.264, 0.620, 0.395, 0.308]
}